The following is a quantum chemistry calculation of a cluster of 2 separate species, C2HClNO3 in total in a non-equilibrium geometry, from the OMol25 dataset.

Computed properties:
Molar mass: 122.49 g mol⁻¹
Charge: -1
HOMO level (alpha / beta): -2.46 / -2.46 eV
Orbital gap (alpha / beta): 5.66 / 5.66 eV
LUMO energy (alpha / beta): 3.193 / 3.193 eV
ΔE to the lowest compared entry with this formula, charge and spin: 656.29 kJ/mol

Atoms and positions in Å:
C -0.46344 0.80788 -0.12627
C 1.29887 -0.81347 0.07182
N -2.54498 0.49540 0.08079
O 0.02757 -0.39112 0.11543
O 0.01714 1.89177 -0.21739
O 1.59512 -1.97637 0.00093
Cl 2.50519 0.36664 0.46959
H -2.43547 -0.38073 -0.39490

=====

The following is a quantum chemistry calculation of a cluster of 2 separate species, C8H16N2O2S in total in a non-equilibrium geometry, from the OMol25 dataset.

Computed properties:
Molar mass: 204.30 g mol⁻¹
Charge: 0
HOMO level: -10.03 eV
Orbital gap: 10.53 eV
LUMO energy: 0.498 eV
ΔE to the lowest compared entry with this formula, charge and spin: 325.28 kJ/mol
Structure (SMILES): C=C(C#N)C(C)(C)C.C[S@@](=N)(=O)O

Atoms and positions in Å:
C 0.17565 0.74517 1.31389
C 0.82198 -0.10295 0.51282
C 0.27321 -1.40626 0.40322
N -0.22211 -2.44169 0.38114
C 2.08764 0.17045 -0.26919
C 1.91591 -0.36602 -1.69454
C 2.40680 1.66423 -0.33325
C 3.23655 -0.57294 0.42998
H 0.50015 1.75942 1.46874
H -0.71171 0.44343 1.84655
H 1.09044 0.13914 -2.19177
H 1.71124 -1.43660 -1.68629
H 2.82851 -0.20116 -2.26285
H 2.57200 2.07727 0.65739
H 3.31390 1.81519 -0.91373
H 1.59490 2.20237 -0.81796
H 3.02065 -1.63693 0.50280
H 3.39091 -0.18295 1.43298
H 4.15828 -0.44602 -0.13414
C -3.56535 -1.36700 0.76978
S -3.67557 0.17395 -0.16528
N -2.54619 0.43512 -1.14902
O -5.04447 0.36795 -0.54970
O -3.27222 1.17289 1.03813
H -4.05950 -2.13680 0.19030
H -2.52087 -1.61095 0.92320
H -4.09136 -1.19635 1.70032
H -2.76072 0.14668 -2.08607
H -2.62865 1.79134 0.68254

=====

The highest ΔE to the lowest compared entry with this formula, charge and spin belongs to which entry?
C2HClNO3